1.
{"formula": "C3H10NOS", "method": "wB97M-V/def2-TZVPD", "species": ["C", "C", "S", "H", "H", "H", "H", "H", "H", "N", "C", "O", "H", "H", "H", "H"], "xyz": [[1.407, -1.904, -1.397], [0.433, -0.901, -0.761], [-1.265, -1.512, -0.959], [1.176, -1.962, -2.458], [1.429, -2.838, -0.815], [2.482, -1.720, -1.253], [0.618, -0.724, 0.292], [0.511, -0.012, -1.370], [-1.741, -0.894, 0.159], [-1.435, 1.109, 1.196], [-0.135, 2.015, 1.045], [0.977, 1.390, 1.283], [-1.496, 1.036, 2.214], [-2.299, 1.627, 1.008], [-0.323, 2.451, 0.028], [-0.340, 2.838, 1.787]], "e_homo_ev": -2.778, "de_lowest_kcal_mol": 47.7, "lumo_ev": 3.6, "charge": -1, "molar_mass_g_mol": 108.19, "energy_ha": -648.4555, "gap_ev": 6.361, "fmax_ev_per_a": 1.454}

***

2.
{"formula": "C18H36Cl22N3", "method": "wB97M-V/def2-TZVPD", "species": ["C", "C", "C", "C", "C", "C", "N", "C", "N", "N", "H", "H", "H", "H", "H", "H", "H", "H", "H", "H", "H", "H", "H", "H", "C", "Cl", "Cl", "H", "H", "C", "Cl", "Cl", "H", "H", "C", "Cl", "Cl", "H", "H", "C", "Cl", "Cl", "H", "H", "C", "Cl", "Cl", "H", "H", "C", "Cl", "Cl", "H", "H", "C", "Cl", "Cl", "H", "H", "C", "Cl", "Cl", "H", "H", "C", "Cl", "Cl", "H", "H", "C", "Cl", "Cl", "H", "H", "C", "Cl", "Cl", "H", "H"], "xyz": [[0.967, 5.343, 0.392], [1.841, 4.003, 0.672], [1.598, 2.827, -0.395], [2.630, 1.596, -0.120], [0.108, 2.253, -0.440], [-0.198, 0.734, -0.242], [-1.646, 0.477, -0.378], [-2.161, 1.823, -0.627], [-3.600, 2.174, -0.858], [-1.190, 2.894, -0.663], [1.267, 5.788, -0.620], [1.313, 6.107, 1.192], [-0.159, 5.179, 0.520], [1.767, 3.660, 1.775], [2.947, 4.333, 0.541], [1.883, 3.242, -1.426], [2.533, 1.154, 0.929], [2.489, 0.817, -0.956], [3.688, 2.047, -0.247], [0.522, -0.121, -0.025], [-2.121, -0.437, -0.309], [-3.594, 3.201, -0.981], [-3.875, 1.792, -1.789], [-1.335, 3.907, -0.817], [-0.225, -2.288, -2.620], [1.452, -1.740, -2.724], [-0.731, -3.088, -4.112], [-0.317, -2.992, -1.793], [-0.867, -1.427, -2.446], [-5.149, -1.263, 1.391], [-4.200, 0.170, 1.797], [-4.201, -2.399, 0.420], [-5.459, -1.756, 2.311], [-6.026, -0.958, 0.822], [-1.855, 0.460, -5.478], [-1.844, 0.514, -3.708], [-3.156, 1.457, -6.137], [-0.900, 0.833, -5.849], [-1.999, -0.571, -5.804], [2.149, 0.328, 4.105], [3.591, -0.049, 3.154], [0.722, 0.484, 3.071], [1.980, -0.473, 4.823], [2.309, 1.268, 4.632], [0.468, -2.373, -8.091], [-1.048, -2.184, -7.199], [1.633, -1.122, -7.641], [0.892, -3.350, -7.864], [0.262, -2.298, -9.158], [6.377, 0.526, 5.633], [4.864, 0.694, 6.533], [7.537, 1.776, 6.094], [6.808, -0.452, 5.845], [6.167, 0.613, 4.568], [-6.334, -0.306, -4.012], [-5.394, 1.133, -3.597], [-5.371, -1.445, -4.961], [-6.656, -0.795, -3.093], [-7.203, -0.004, -4.594], [-5.477, 0.708, -9.338], [-6.971, 1.643, -9.464], [-5.296, 0.007, -7.724], [-5.500, -0.096, -10.072], [-4.631, 1.365, -9.535], [5.138, -1.726, 9.023], [6.598, -2.676, 9.328], [3.698, -2.752, 9.013], [5.033, -0.977, 9.807], [5.230, -1.237, 8.055], [9.544, -1.399, 10.881], [9.878, -0.457, 12.340], [10.513, -0.828, 9.517], [9.782, -2.444, 11.073], [8.488, -1.301, 10.631], [-5.875, -5.829, -0.632], [-7.480, -5.609, -1.340], [-5.877, -7.133, 0.561], [-5.169, -6.075, -1.425], [-5.574, -4.902, -0.144]], "e_homo_ev": -11.844, "lumo_ev": -2.8, "charge": 1, "molar_mass_g_mol": 1074.47, "energy_ha": -10995.5764, "gap_ev": 9.083, "fmax_ev_per_a": 7.472}

***

3.
{"formula": "C12H27Cl2CoN2OP2", "method": "wB97M-V/def2-TZVPD", "species": ["C", "C", "H", "H", "H", "O", "Cl", "Co", "P", "C", "C", "H", "H", "H", "H", "H", "H", "C", "H", "H", "H", "P", "C", "C", "H", "H", "H", "C", "H", "H", "H", "H", "H", "H", "Cl", "C", "C", "N", "C", "C", "N", "H", "H", "H", "H", "H", "H"], "xyz": [[1.380, -0.289, -6.147], [1.120, 0.017, -4.720], [2.461, -0.287, -6.283], [0.932, 0.480, -6.782], [0.976, -1.278, -6.377], [1.950, 0.321, -3.885], [-0.596, -0.129, -4.294], [-0.405, -0.151, 0.594], [-0.059, 1.904, -0.222], [1.268, 2.896, 0.539], [0.302, 2.156, -1.980], [0.322, 3.226, -2.238], [-1.520, 3.870, -0.132], [-0.463, 1.654, -2.582], [-2.344, 2.401, -0.802], [2.193, 2.684, -0.016], [1.259, 1.686, -2.237], [-1.667, 2.785, -0.025], [1.043, 3.973, 0.474], [-2.129, 2.564, 0.948], [1.442, 2.611, 1.585], [0.194, -2.259, -0.003], [1.526, -3.142, 0.876], [-1.272, -3.273, 0.439], [-0.157, -2.145, -2.416], [0.461, -3.757, -1.930], [1.537, -2.332, -2.017], [0.530, -2.673, -1.745], [-2.117, -2.958, -0.184], [-1.034, -4.338, 0.318], [1.380, -4.232, 0.810], [1.545, -2.872, 1.936], [-1.551, -3.097, 1.485], [2.491, -2.837, 0.451], [-2.175, -0.356, -0.665], [-0.796, 2.388, 3.376], [-0.728, 0.924, 3.540], [-0.535, -0.102, 2.699], [-0.522, -1.264, 3.499], [-0.717, -0.906, 4.806], [-0.849, 0.465, 4.806], [-1.777, 2.743, 3.716], [-0.044, 2.857, 4.026], [-0.624, 2.792, 2.374], [-0.395, -2.255, 3.086], [-0.778, -1.515, 5.692], [-1.059, 1.053, 5.607]], "e_homo_ev": [-15.600, -15.591], "de_lowest_kcal_mol": 0.0, "lumo_ev": [-5.3, -9.9], "charge": 2, "molar_mass_g_mol": 407.15, "multiplicity": 5, "energy_ha": -3643.5212, "gap_ev": [10.344, 5.716], "fmax_ev_per_a": 3.128}

***

4.
{"formula": "C4H7IN2", "method": "wB97M-V/def2-TZVPD", "species": ["H", "N", "C", "C", "N", "I", "C", "C", "H", "H", "H", "H", "H", "H"], "xyz": [[-3.269, 0.029, 0.023], [-2.506, -0.120, -0.698], [-1.395, -0.463, -0.266], [-0.220, -0.487, -1.109], [1.103, -0.718, -0.577], [1.353, -2.542, 0.422], [1.586, 0.444, 0.640], [0.914, 1.517, 0.996], [-1.276, -0.864, 0.824], [-0.135, -1.304, -1.810], [-0.200, 0.353, -1.840], [2.565, 0.136, 0.983], [1.588, 2.186, 1.618], [-0.109, 1.832, 0.793]], "e_homo_ev": -8.878, "de_lowest_kcal_mol": 82.9, "lumo_ev": -0.2, "smiles": "[H]/N=C/CN(I)C=C", "molar_mass_g_mol": 210.02, "energy_ha": -563.6806, "gap_ev": 8.701, "fmax_ev_per_a": 5.883}

***

5.
{"formula": "C4H12O", "method": "wB97M-V/def2-TZVPD", "species": ["C", "C", "O", "H", "H", "H", "H", "H", "H", "C", "C", "H", "H", "H", "H", "H", "H"], "xyz": [[0.635, -2.166, 1.273], [-0.631, -1.731, 0.542], [-1.459, -0.899, 1.360], [1.457, -1.466, 1.092], [0.946, -3.185, 1.075], [0.496, -1.982, 2.345], [-0.476, -1.099, -0.322], [-1.167, -2.621, 0.242], [-1.672, -1.358, 2.185], [-0.137, 2.741, -1.132], [0.614, 1.424, -1.283], [-1.041, 2.726, -1.729], [-0.462, 2.932, -0.111], [0.455, 3.567, -1.522], [1.346, 1.446, -2.077], [-0.033, 0.585, -1.557], [1.126, 1.088, -0.381]], "e_homo_ev": -10.286, "de_lowest_kcal_mol": 15.7, "lumo_ev": 1.0, "smiles": "CCO.CC", "molar_mass_g_mol": 76.14, "energy_ha": -234.8075, "gap_ev": 11.319, "fmax_ev_per_a": 1.432}

***

6.
{"formula": "C22H17ClFN3O4", "method": "wB97M-V/def2-TZVPD", "species": ["O", "C", "N", "C", "O", "C", "C", "C", "C", "C", "C", "N", "C", "C", "C", "N", "C", "O", "C", "C", "C", "C", "C", "C", "C", "O", "C", "F", "C", "C", "Cl", "H", "H", "H", "H", "H", "H", "H", "H", "H", "H", "H", "H", "H", "H", "H", "H", "H"], "xyz": [[-1.596, -1.589, -0.491], [-1.579, -1.233, -1.662], [-2.805, -1.359, -2.272], [-3.129, -1.028, -3.548], [-2.243, -0.624, -4.243], [-4.552, -1.103, -3.956], [-5.501, -1.935, -3.258], [-6.839, -1.952, -3.673], [-7.284, -1.187, -4.750], [-6.372, -0.386, -5.472], [-5.028, -0.363, -5.061], [-0.405, -0.847, -2.279], [0.888, -0.602, -1.774], [1.079, -0.352, -0.403], [2.328, 0.144, 0.075], [2.494, 0.488, 1.436], [2.483, -0.352, 2.542], [2.189, -1.528, 2.556], [2.872, 0.380, 3.720], [3.222, 1.625, 3.354], [3.726, 2.712, 4.355], [3.282, 2.342, 5.801], [3.568, 0.898, 6.151], [2.805, -0.048, 5.178], [3.057, 1.699, 1.891], [3.263, 2.716, 1.208], [3.373, 0.275, -0.815], [4.566, 0.761, -0.396], [3.181, -0.027, -2.159], [1.942, -0.424, -2.660], [1.724, -0.621, -4.363], [-3.537, -1.635, -1.650], [-5.250, -2.560, -2.410], [-7.572, -2.587, -3.182], [-8.361, -1.127, -4.968], [-6.746, 0.237, -6.292], [-4.340, 0.271, -5.609], [-0.430, -0.799, -3.283], [0.319, -0.571, 0.328], [3.410, 3.737, 4.112], [4.821, 2.777, 4.275], [2.222, 2.567, 5.950], [3.817, 2.995, 6.490], [4.671, 0.677, 5.975], [3.333, 0.659, 7.203], [1.769, -0.120, 5.507], [3.150, -1.063, 5.362], [4.012, 0.062, -2.842]], "e_homo_ev": -8.681, "lumo_ev": -0.4, "smiles": "O=C(NC(=O)c1ccccc1)Nc1cc(N2C(=O)C3=C(CCCC3)C2=O)c(F)cc1Cl", "molar_mass_g_mol": 441.85, "energy_ha": -1873.9027, "gap_ev": 8.318, "fmax_ev_per_a": 4.104}